Version 1
{"formula": "C3H11NO2", "method": "ωB97M-V/def2-TZVPD", "charge": 0, "homo_ev": -8.82, "smiles": "C=C(C)N.O.O", "species": ["C", "C", "C", "N", "H", "H", "H", "H", "H", "H", "H", "O", "H", "H", "O", "H", "H"], "coordinates": [[1.72216, 0.23266, 0.12317], [0.69996, -0.33572, -0.50181], [0.30137, -1.76320, -0.70730], [-0.29191, 0.58767, -0.97180], [1.89783, 1.29737, 0.24806], [2.61805, -0.23199, 0.53821], [0.31950, -2.21563, 0.29163], [0.90541, -2.32196, -1.42798], [-0.68770, -1.85063, -1.14174], [-0.65949, 0.30952, -1.87436], [0.04785, 1.52857, -0.89868], [-0.04387, 2.96163, 1.08036], [-0.78095, 2.42121, 0.81957], [0.73902, 2.42892, 1.14958], [-2.48350, -1.26125, 0.82596], [-1.80851, -0.55643, 0.66120], [-2.49524, -1.23074, 1.78592]], "mulliken_charge": [-1.320, 1.145, -1.126, -0.515, 0.216, 0.256, 0.260, 0.343, 0.328, 0.224, 0.208, -0.669, 0.332, 0.313, -0.634, 0.317, 0.322]}


Version 2
{"formula": "C3H11NO2", "method": "ωB97M-V/def2-TZVPD", "charge": 0, "homo_ev": -8.84, "species": ["C", "C", "C", "H", "H", "H", "H", "H", "H", "H", "H", "N", "O", "O", "H", "H", "H"], "coordinates": [[-0.65433, 0.48640, 0.29315], [-1.20044, 1.25050, -0.91546], [-1.61043, -0.59520, 0.80933], [-0.55659, 1.22217, 1.10709], [0.63728, 0.29250, 0.60880], [-0.48740, 1.99312, -1.27891], [-2.11763, 1.78953, -0.65895], [-1.46249, 0.57494, -1.73402], [-2.54787, -0.15914, 1.16719], [-1.17717, -1.14474, 1.64780], [-1.87279, -1.31493, 0.03005], [1.78504, -0.44479, -0.03770], [2.31875, -1.51266, 0.74829], [2.72612, -0.15000, -1.07417], [2.71482, -0.93193, -1.65046], [3.03394, -1.11920, 1.27329], [0.47117, -0.23656, -0.33533]], "mulliken_charge": [0.163, -1.319, -1.228, 0.287, 0.266, 0.341, 0.375, 0.342, 0.360, 0.323, 0.318, -0.397, -0.409, -0.424, 0.321, 0.323, 0.358]}


Q: What are the energies relative to the best structure? A: version 1 0.0000; version 2 0.2261, in hartree.


Version 1
{"formula": "C4H11N2O2", "method": "ωB97M-V/def2-TZVPD", "charge": 1, "homo_ev": -12.81, "species": ["C", "C", "N", "N", "H", "H", "H", "H", "H", "H", "H", "O", "C", "O", "C", "H", "H", "H", "H"], "coordinates": [[0.73839, -2.47730, 0.45696], [1.22558, -1.86045, -0.62347], [0.23620, -1.17072, -1.48488], [1.45574, -3.06948, 1.48463], [-0.39286, -2.63135, 0.60816], [2.27088, -1.71215, -0.85775], [-0.73774, -1.58831, -1.31844], [0.14346, -0.14192, -1.24765], [0.51558, -1.18755, -2.44358], [2.43104, -2.80010, 1.59105], [0.97540, -3.23791, 2.38311], [-0.51869, 1.36934, -0.94296], [-0.85998, 2.13367, -0.05480], [-1.68535, 3.17158, -0.28724], [-0.46093, 1.88946, 1.39887], [-2.00261, 3.14335, -1.22855], [-0.47997, 2.79354, 2.04056], [0.50691, 1.33189, 1.48647], [-1.29968, 1.27225, 1.76463]], "mulliken_charge": [-0.076, -0.262, -0.231, -0.474, 0.178, 0.327, 0.384, 0.338, 0.388, 0.234, 0.256, -0.695, 0.686, -0.437, -0.825, 0.367, 0.324, 0.267, 0.252]}


Version 2
{"formula": "C4H11N2O2", "method": "ωB97M-V/def2-TZVPD", "charge": 1, "homo_ev": -13.44, "smiles": "N[C@H](CC[NH3+])C(=O)O", "species": ["N", "C", "C", "C", "N", "C", "O", "O", "H", "H", "H", "H", "H", "H", "H", "H", "H", "H", "H"], "coordinates": [[-1.77896, -0.14407, -0.47631], [-0.86487, 0.10601, 0.74987], [0.59335, 0.45200, 0.36308], [1.18150, 0.06885, -0.92125], [0.96849, 1.31453, -1.83548], [-1.00640, -1.05826, 1.71661], [-1.84184, -1.34934, 2.46796], [0.07919, -1.88244, 1.68801], [-2.76849, -0.17227, -0.05024], [-1.49128, -0.98810, -0.95184], [-1.16559, 0.99043, 1.35263], [1.33643, 0.17766, 1.15544], [0.71368, 1.58012, 0.58139], [0.80245, -0.94188, -1.36071], [2.26966, -0.19865, -0.91400], [0.95090, 0.99511, -2.80765], [1.68023, 1.91847, -1.68875], [0.01392, 1.62113, -1.58531], [0.32763, -2.48931, 2.51655]], "mulliken_charge": [-0.635, 0.291, -1.015, -0.568, -0.263, 0.321, -0.494, -0.516, 0.331, 0.248, 0.316, 0.420, 0.480, 0.358, 0.355, 0.352, 0.285, 0.358, 0.372]}


Version 3
{"formula": "C4H11N2O2", "method": "ωB97M-V/def2-TZVPD", "charge": 1, "homo_ev": [-13.21, -13.21], "species": ["C", "C", "C", "C", "N", "N", "O", "O", "H", "H", "H", "H", "H", "H", "H", "H", "H", "H", "H"], "coordinates": [[0.82941, 0.42965, -0.73264], [0.22425, -1.38868, 1.18038], [1.03198, 2.42248, 0.42389], [-2.09332, -1.25883, -0.51434], [0.24893, -1.58983, -0.23101], [1.36260, 0.77075, -1.88100], [0.68242, 1.06953, 0.31333], [-0.80717, -1.67039, -0.91392], [-0.19819, -0.37423, 1.64948], [-0.24781, -2.26131, 1.66928], [1.34935, -1.42048, 1.49237], [2.06707, 2.45784, 0.23200], [0.99474, 2.66727, 1.49216], [0.45063, 3.18349, -0.18395], [-2.11945, -0.17044, -0.51996], [-2.40427, -1.62457, 0.44966], [-2.88931, -1.65151, -1.10703], [1.60298, 0.12497, -2.64491], [1.81747, 1.60627, -1.92630]], "mulliken_charge": [0.541, -0.746, -0.907, -0.597, -0.055, -0.318, -0.230, -0.088, 0.262, 0.410, 0.303, 0.438, 0.278, 0.327, 0.281, 0.299, 0.313, 0.274, 0.216]}


Version 4
{"formula": "C4H11N2O2", "method": "ωB97M-V/def2-TZVPD", "charge": 1, "homo_ev": -13.54, "species": ["C", "C", "C", "N", "C", "N", "H", "H", "H", "H", "H", "H", "H", "H", "H", "O", "H", "H", "O"], "coordinates": [[-2.11671, 2.20668, -1.07243], [-1.15065, 1.29873, -0.41973], [-0.43575, 1.42335, 0.72885], [0.23277, 0.21851, 0.87478], [-0.01319, -0.57495, -0.13578], [-0.93841, 0.01107, -0.89655], [-2.15711, 2.10695, -2.15697], [-1.83949, 3.26762, -1.02613], [-3.07951, 2.26430, -0.56319], [-0.52678, 2.16259, 1.50130], [0.78360, -0.10770, 1.65486], [0.42697, -1.50017, -0.42378], [-1.46277, -0.21076, -1.72675], [1.63112, -2.90617, 1.53697], [0.10550, -3.44824, 1.19181], [0.71938, -2.72541, 1.31463], [3.27027, -1.67412, -0.66249], [3.62461, -0.91528, 0.47034], [2.92615, -0.89700, -0.18975]], "mulliken_charge": [-1.237, 0.575, -0.535, 0.064, -0.286, -0.013, 0.373, 0.356, 0.293, 0.395, 0.222, 0.535, 0.244, 0.308, 0.298, -0.610, 0.318, 0.311, -0.610]}


Q: What are the energies relative to the best structure? A: version 1 0.0072; version 2 0.0659; version 3 0.2383; version 4 0.0000, in hartree.


Version 1
{"formula": "C4H11N2O2", "method": "ωB97M-V/def2-TZVPD", "charge": 1, "homo_ev": -15.11, "smiles": "CC(C)(CO)N[NH+]=O", "species": ["C", "C", "C", "C", "O", "N", "N", "O", "H", "H", "H", "H", "H", "H", "H", "H", "H", "H", "H"], "coordinates": [[-0.57021, -1.03362, -1.21143], [-0.26581, -0.09482, -0.08232], [-0.56853, -0.62540, 1.29992], [-0.88852, 1.23920, -0.31856], [-0.02037, 2.23305, 0.30783], [1.19531, 0.08204, -0.22516], [2.06167, -0.65390, 0.36895], [3.21510, -0.62579, 0.14821], [-0.13566, -2.08773, -1.02485], [-0.04458, -0.65735, -2.09972], [-1.65986, -1.04896, -1.45260], [-1.58016, -0.76016, 1.13646], [-0.08405, -1.63196, 1.54415], [-0.49852, 0.08730, 2.14877], [-0.89761, 1.59766, -1.30864], [-1.87135, 1.35369, 0.07738], [-0.56919, 2.98884, 0.32709], [1.53091, 0.85687, -0.72364], [1.65144, -1.21896, 1.08818]], "mulliken_charge": [-1.398, 1.401, -1.829, -1.039, -0.556, 0.004, 0.563, -0.482, 0.359, 0.417, 0.371, 0.513, 0.563, 0.359, 0.468, 0.479, 0.341, 0.274, 0.192]}


Version 2
{"formula": "C4H11N2O2", "method": "ωB97M-V/def2-TZVPD", "charge": 1, "homo_ev": -14.37, "smiles": "CN(C=O)C[C@H]([NH3+])O", "species": ["C", "N", "C", "O", "C", "C", "N", "O", "H", "H", "H", "H", "H", "H", "H", "H", "H", "H", "H"], "coordinates": [[-1.00664, 1.59808, 1.39731], [-0.84666, 0.80056, 0.13579], [-1.83255, -0.00675, -0.10004], [-1.92546, -0.72610, -1.12811], [0.30398, 0.73349, -0.68249], [1.20540, -0.62003, -0.63579], [0.11709, -1.74882, -0.52028], [2.03420, -0.70319, 0.45046], [-1.96553, 2.15237, 1.25076], [-0.76148, 1.01422, 2.29039], [-0.24190, 2.42463, 1.45366], [-2.61392, 0.08657, 0.61030], [1.01947, 1.55103, -0.57008], [-0.12082, 0.70840, -1.63769], [1.66231, -0.90731, -1.55865], [0.50532, -2.64742, -0.90415], [-0.15829, -2.06727, 0.43815], [-0.78385, -1.46907, -1.13547], [2.86463, -1.03435, 0.20170]], "mulliken_charge": [-0.940, 0.120, -0.001, -0.655, -0.961, -0.056, -0.492, -0.485, 0.441, 0.318, 0.303, 0.494, 0.398, 0.536, 0.565, 0.365, 0.314, 0.383, 0.355]}


Q: What are the energies relative to the best structure? A: version 1 0.1120; version 2 0.0000, in hartree.